No. 1
Computed, not measured: 2 unconnected molecules or ions with the total composition CH2F3O, with ωB97M-V/def2-TZVPD.

As for the net charge: -1. For the energy relative to the best compared isomer or geometry (same formula, charge and spin), the calculation gives 0.000 eV. As for the LUMO energy: 4.74 eV. The HOMO-LUMO gap is 10.05 eV. The value obtained for the energy is -414.23469 hartree.

XYZ file:
```
7
CH2F3O (ωB97M-V/def2-TZVPD)
H 1.68 0.25 0.68
O -0.24 -0.03 0.82
C 0.77 0.11 0.05
F 0.65 1.19 -0.86
F 0.98 -1.00 -0.82
H -1.45 -0.19 0.26
F -2.40 -0.33 -0.12
```

Charges computed using Löwdin, reported in e: atom 1 (H): 0.1237, atom 2 (O): -0.0952, atom 3 (C): -0.6163, atom 4 (F): -0.0471, atom 5 (F): -0.0494, atom 6 (H): -0.0339, atom 7 (F): -0.2818

=====

No. 2
Computed, not measured: CH2F3O2P in the gas phase, with ωB97M-V/def2-TZVPD.

As for the net charge: 0. The SMILES is OPOC(F)(F)F. For the energy relative to the best compared isomer or geometry (same formula, charge and spin), the calculation gives 0.451 eV. As for the LUMO energy: 0.72 eV. The HOMO-LUMO gap is 10.36 eV. The value obtained for the energy is -830.76384 hartree.

XYZ file:
```
9
CH2F3O2P (ωB97M-V/def2-TZVPD)
C 1.40 0.00 -0.02
O -1.80 0.78 -0.04
O 0.17 -0.75 -0.62
F 1.77 0.93 -0.86
F 2.36 -0.87 0.15
F 1.07 0.54 1.14
P -1.22 -0.70 0.31
H -1.89 1.38 0.70
H -1.86 -1.32 -0.76
```

Charges computed using Löwdin, reported in e: atom 1 (C): -0.7073, atom 2 (O): -0.3332, atom 3 (O): -0.3179, atom 4 (F): 0.2015, atom 5 (F): 0.1963, atom 6 (F): 0.1378, atom 7 (P): 0.8162, atom 8 (H): 0.0437, atom 9 (H): -0.0370

=====

No. 3
Computed, not measured: CH2F3P in the gas phase, with ωB97M-V/def2-TZVPD.

As for the net charge: 0. The SMILES is F[PH2]=C(F)F. For the energy relative to the best compared isomer or geometry (same formula, charge and spin), the calculation gives 4.132 eV. As for the LUMO energy: -0.24 eV. The HOMO-LUMO gap is 8.37 eV. The value obtained for the energy is -680.14476 hartree.

XYZ file:
```
7
CH2F3P (ωB97M-V/def2-TZVPD)
C 0.00 1.12 0.41
F -0.42 1.01 1.71
F 1.64 -0.52 -0.73
F -1.06 1.80 -0.09
P 0.08 -0.58 -0.26
H -0.43 -0.92 -1.50
H 0.20 -1.90 0.46
```

Charges computed using Löwdin, reported in e: atom 1 (C): -0.4757, atom 2 (F): -0.0818, atom 3 (F): -0.3211, atom 4 (F): -0.0548, atom 5 (P): 0.9277, atom 6 (H): -0.0221, atom 7 (H): 0.0280

=====

No. 4
Computed, not measured: CH2F3P in the gas phase, with ωB97M-V/def2-TZVPD.

As for the net charge: 0. The SMILES is F[PH2]=C(F)F. For the energy relative to the best compared isomer or geometry (same formula, charge and spin), the calculation gives 4.097 eV. As for the LUMO energy: -0.15 eV. The HOMO-LUMO gap is 8.58 eV. The value obtained for the energy is -680.14606 hartree.

XYZ file:
```
7
CH2F3P (ωB97M-V/def2-TZVPD)
C 1.11 0.10 0.10
F 1.62 0.49 1.29
F -0.93 -1.30 0.89
F 1.52 1.04 -0.90
P -0.69 -0.07 -0.10
H -0.61 -0.61 -1.56
H -2.02 0.36 0.28
```

Charges computed using Löwdin, reported in e: atom 1 (C): -0.4407, atom 2 (F): -0.0145, atom 3 (F): -0.3033, atom 4 (F): -0.1271, atom 5 (P): 0.8373, atom 6 (H): 0.0676, atom 7 (H): -0.0193

=====

No. 5
Computed, not measured: 2 unconnected molecules or ions with the total composition CH2FIO, with ωB97M-V/def2-TZVPD.

As for the net charge: 0. For the energy relative to the best compared isomer or geometry (same formula, charge and spin), the calculation gives 1.329 eV. As for the LUMO energy: 0.14 eV. The HOMO-LUMO gap is 9.91 eV. The value obtained for the energy is -512.03272 hartree.

XYZ file:
```
6
CH2FIO (ωB97M-V/def2-TZVPD)
C 0.13 -0.03 0.20
O -0.68 0.88 -0.31
F 1.42 0.16 -0.13
I -0.39 -2.10 -0.24
H 0.07 0.08 1.73
H -0.54 1.00 -1.26
```

Charges computed using Löwdin, reported in e: atom 1 (C): -0.9598, atom 2 (O): -0.0522, atom 3 (F): -0.0531, atom 4 (I): 0.7335, atom 5 (H): 0.2101, atom 6 (H): 0.1214

=====

No. 6
Computed, not measured: 2 unconnected molecules or ions with the total composition CH2FIS, with ωB97M-V/def2-TZVPD.

As for the net charge: 0. For the energy relative to the best compared isomer or geometry (same formula, charge and spin), the calculation gives 2.862 eV. As for the LUMO energy (alpha / beta): 0.72 / -3.38 eV. The HOMO-LUMO gap (alpha / beta) is 11.11 / 3.63 eV. The value obtained for the energy is -834.92394 hartree.

XYZ file:
```
6
CH2FIS (ωB97M-V/def2-TZVPD)
C -0.61 0.29 -0.29
F -0.53 1.50 0.11
S 0.52 -0.92 0.10
I 5.46 0.05 -0.02
H -1.25 -0.05 -1.03
H 1.31 0.00 0.93
```

Charges computed using Löwdin, reported in e: atom 1 (C): -0.6965, atom 2 (F): 0.0058, atom 3 (S): 0.7183, atom 4 (I): -0.0041, atom 5 (H): 0.0168, atom 6 (H): -0.0403

=====

No. 7
Computed, not measured: CH2FN in the gas phase, with ωB97M-V/def2-TZVPD.

As for the net charge: 0. The SMILES is [H]/N=C/F. For the energy relative to the best compared isomer or geometry (same formula, charge and spin), the calculation gives 0.000 eV. As for the LUMO energy: 1.06 eV. The HOMO-LUMO gap is 12.77 eV. The value obtained for the energy is -193.89919 hartree.

XYZ file:
```
5
CH2FN (ωB97M-V/def2-TZVPD)
C 0.19 -0.18 -0.07
N -0.35 0.92 -0.05
F 1.54 -0.18 -0.04
H -0.08 -1.25 0.03
H -1.30 0.69 0.13
```

Charges computed using Löwdin, reported in e: atom 1 (C): -0.3224, atom 2 (N): 0.1410, atom 3 (F): 0.0005, atom 4 (H): 0.1396, atom 5 (H): 0.0413

=====

No. 8
Computed, not measured: 2 unconnected molecules or ions with the total composition CH2FNO, with ωB97M-V/def2-TZVPD.

As for the net charge: 0. For the energy relative to the best compared isomer or geometry (same formula, charge and spin), the calculation gives 7.457 eV. As for the LUMO energy: -1.31 eV. The HOMO-LUMO gap is 8.40 eV. The value obtained for the energy is -268.91323 hartree.

XYZ file:
```
6
CH2FNO (ωB97M-V/def2-TZVPD)
C 0.73 0.26 -0.94
N -0.54 -0.96 0.45
O -1.46 -1.60 1.00
F 1.14 0.98 0.08
H -0.31 0.85 -1.17
H 0.38 -0.91 0.97
```

Charges computed using Löwdin, reported in e: atom 1 (C): 0.0014, atom 2 (N): -0.0042, atom 3 (O): -0.0020, atom 4 (F): -0.1025, atom 5 (H): 0.0350, atom 6 (H): 0.0724

=====

No. 9
Computed, not measured: CH2FNO in the gas phase, with ωB97M-V/def2-TZVPD.

As for the net charge: 0. The SMILES is F[C@@H]1NO1. For the energy relative to the best compared isomer or geometry (same formula, charge and spin), the calculation gives 3.523 eV. As for the LUMO energy: 1.15 eV. The HOMO-LUMO gap is 11.26 eV. The value obtained for the energy is -269.05782 hartree.

XYZ file:
```
6
CH2FNO (ωB97M-V/def2-TZVPD)
C 0.55 0.34 -0.04
N -0.61 -0.31 0.42
O 0.16 0.66 1.18
F 0.35 1.26 -0.93
H 1.44 -0.12 -0.31
H -1.54 -0.03 0.04
```

Charges computed using Löwdin, reported in e: atom 1 (C): -0.5169, atom 2 (N): 0.0970, atom 3 (O): 0.0480, atom 4 (F): 0.1076, atom 5 (H): 0.1386, atom 6 (H): 0.1256

=====

No. 10
Computed, not measured: CH2FNO3 in the gas phase, with ωB97M-V/def2-TZVPD.

As for the net charge: 0. The SMILES is O=[N+]([O-])COF. For the energy relative to the best compared isomer or geometry (same formula, charge and spin), the calculation gives 0.883 eV. As for the LUMO energy: -0.21 eV. The HOMO-LUMO gap is 11.38 eV. The value obtained for the energy is -419.38520 hartree.

XYZ file:
```
8
CH2FNO3 (ωB97M-V/def2-TZVPD)
C -0.23 -0.34 -0.54
N -1.69 -0.48 -0.13
O -2.07 -1.56 0.31
O -2.28 0.54 -0.26
O 0.26 -1.79 -0.76
F 0.93 -2.26 0.39
H 0.36 0.20 0.08
H -0.23 0.11 -1.62
```

Charges computed using Löwdin, reported in e: atom 1 (C): 0.0312, atom 2 (N): -0.3978, atom 3 (O): 0.1018, atom 4 (O): 0.1028, atom 5 (O): -0.0513, atom 6 (F): -0.0633, atom 7 (H): 0.0926, atom 8 (H): 0.1839

=====

No. 11
Computed, not measured: a molecular structure, CH2FNO3S, with ωB97M-V/def2-TZVPD.

As for the net charge: 0. For the energy relative to the best compared isomer or geometry (same formula, charge and spin), the calculation gives 3.010 eV. As for the LUMO energy: -0.60 eV. The HOMO-LUMO gap is 10.65 eV. The value obtained for the energy is -817.72138 hartree.

XYZ file:
```
9
CH2FNO3S (ωB97M-V/def2-TZVPD)
C 0.47 -1.13 1.06
N 0.36 0.27 0.76
O 0.30 -2.03 0.22
O 0.61 0.25 -2.11
O -0.24 1.90 -0.67
F -1.58 -0.01 -0.87
S 0.03 0.37 -0.81
H 0.56 -1.19 2.16
H -0.51 1.57 0.26
```

Charges computed using Löwdin, reported in e: atom 1 (C): -0.3356, atom 2 (N): -0.1354, atom 3 (O): 0.0108, atom 4 (O): -0.1978, atom 5 (O): -0.1601, atom 6 (F): -0.1749, atom 7 (S): 0.8061, atom 8 (H): 0.1286, atom 9 (H): 0.0583

=====

No. 12
Computed, not measured: CH2FNOS in the gas phase, with ωB97M-V/def2-TZVPD.

As for the net charge: 0. The SMILES is O=C(F)NS. For the energy relative to the best compared isomer or geometry (same formula, charge and spin), the calculation gives 1.540 eV. As for the LUMO energy: -2.19 eV. The HOMO-LUMO gap is 8.62 eV. The value obtained for the energy is -667.29365 hartree.

XYZ file:
```
7
CH2FNOS (ωB97M-V/def2-TZVPD)
C 0.03 -1.02 0.31
N -0.01 0.27 0.36
O 0.63 -1.74 -0.40
F -0.71 -1.54 1.43
S 0.97 1.55 -1.13
H -0.60 0.68 1.01
H -0.30 1.80 -1.59
```

Charges computed using Löwdin, reported in e: atom 1 (C): -0.6754, atom 2 (N): -0.0352, atom 3 (O): 0.1225, atom 4 (F): 0.0121, atom 5 (S): 0.6944, atom 6 (H): 0.0537, atom 7 (H): -0.1722

=====

No. 13
Computed, not measured: a molecular structure, CH2FO4S, with ωB97M-V/def2-TZVPD.

As for the net charge: -1. For the energy relative to the best compared isomer or geometry (same formula, charge and spin), the calculation gives 0.693 eV. As for the LUMO energy: 4.06 eV. The HOMO-LUMO gap is 10.21 eV. The value obtained for the energy is -838.38080 hartree.

XYZ file:
```
9
CH2FO4S (ωB97M-V/def2-TZVPD)
C 0.40 0.20 -1.08
O -1.81 -0.59 -0.57
O -1.33 1.64 0.43
O -0.42 -0.44 1.36
O 0.40 0.92 -2.05
F 1.96 -0.61 1.29
S -0.90 0.28 0.15
H 0.87 -0.90 -1.13
H 0.82 -0.50 1.59
```

Charges computed using Löwdin, reported in e: atom 1 (C): -0.3263, atom 2 (O): -0.3243, atom 3 (O): -0.3279, atom 4 (O): -0.3135, atom 5 (O): 0.0082, atom 6 (F): -0.3944, atom 7 (S): 0.4809, atom 8 (H): 0.1480, atom 9 (H): 0.0493

=====

No. 14
Computed, not measured: a molecular structure, CH2I3P, with ωB97M-V/def2-TZVPD.

As for the net charge: 0. For the energy relative to the best compared isomer or geometry (same formula, charge and spin), the calculation gives 2.587 eV. As for the LUMO energy (alpha / beta): -1.77 / -1.44 eV. The HOMO-LUMO gap (alpha / beta) is 6.81 / 7.09 eV. The value obtained for the energy is -1273.59930 hartree.

XYZ file:
```
7
CH2I3P (ωB97M-V/def2-TZVPD)
C -0.67 -0.56 0.41
P 0.76 1.35 -1.20
I -2.10 -1.31 -0.96
I 0.79 -2.03 0.94
I -1.38 0.57 2.04
H 1.63 0.35 -1.34
H 0.97 1.65 0.12
```

Charges computed using Löwdin, reported in e: atom 1 (C): -2.0033, atom 2 (P): 0.6716, atom 3 (I): 0.6102, atom 4 (I): 0.5965, atom 5 (I): 0.6340, atom 6 (H): -0.2626, atom 7 (H): -0.2463

=====

No. 15
Computed, not measured: 2 unconnected molecules or ions with the total composition CH2INO, with ωB97M-V/def2-TZVPD.

As for the net charge: 0. For the energy relative to the best compared isomer or geometry (same formula, charge and spin), the calculation gives 5.556 eV. As for the LUMO energy (alpha / beta): -4.89 / -4.90 eV. The HOMO-LUMO gap (alpha / beta) is 4.11 / 4.29 eV. The value obtained for the energy is -466.80940 hartree.

XYZ file:
```
6
CH2INO (ωB97M-V/def2-TZVPD)
C 0.27 1.07 -0.08
N -0.90 0.57 0.12
O 0.66 2.20 0.01
I -4.35 -0.13 0.02
H 0.87 0.19 -0.55
H -1.17 -0.40 0.39
```

Charges computed using Löwdin, reported in e: atom 1 (C): -0.5222, atom 2 (N): 0.1685, atom 3 (O): 0.0797, atom 4 (I): 0.0543, atom 5 (H): 0.1839, atom 6 (H): 0.0358

=====

No. 16
Computed, not measured: 2 unconnected molecules or ions with the total composition CH2INO2, with ωB97M-V/def2-TZVPD.

As for the net charge: 0. The SMILES is N=C=O.OI. For the energy relative to the best compared isomer or geometry (same formula, charge and spin), the calculation gives 0.744 eV. As for the LUMO energy: -1.44 eV. The HOMO-LUMO gap is 8.56 eV. The value obtained for the energy is -542.19912 hartree.

XYZ file:
```
7
CH2INO2 (ωB97M-V/def2-TZVPD)
C 0.91 1.29 -0.06
N -0.15 1.66 0.43
O 1.94 0.82 -0.41
O -3.20 1.81 -0.18
I -3.17 -0.23 0.09
H -0.95 1.97 -0.03
H -3.73 2.05 -0.97
```

Charges computed using Löwdin, reported in e: atom 1 (C): -0.3628, atom 2 (N): 0.1758, atom 3 (O): 0.1330, atom 4 (O): -0.7318, atom 5 (I): 0.7947, atom 6 (H): -0.0117, atom 7 (H): 0.0028

=====

No. 17
Computed, not measured: 2 unconnected molecules or ions with the total composition CH2INS, with ωB97M-V/def2-TZVPD.

As for the net charge: 0. For the energy relative to the best compared isomer or geometry (same formula, charge and spin), the calculation gives 3.155 eV. As for the LUMO energy (alpha / beta): -2.27 / -2.28 eV. The HOMO-LUMO gap (alpha / beta) is 6.40 / 6.39 eV. The value obtained for the energy is -789.80304 hartree.

XYZ file:
```
6
CH2INS (ωB97M-V/def2-TZVPD)
C 0.85 -0.09 -1.02
N 0.99 -0.84 -0.10
S 3.43 -1.78 -0.01
I 4.25 0.42 0.04
H -0.16 0.45 -1.20
H 1.41 0.51 -1.81
```

Charges computed using Löwdin, reported in e: atom 1 (C): -0.2930, atom 2 (N): -0.0107, atom 3 (S): -0.1621, atom 4 (I): 0.2624, atom 5 (H): 0.1158, atom 6 (H): 0.0876

=====

No. 18
Computed, not measured: CH2IPS in the gas phase, with ωB97M-V/def2-TZVPD.

As for the net charge: 0. For the energy relative to the best compared isomer or geometry (same formula, charge and spin), the calculation gives 0.765 eV. As for the LUMO energy (alpha / beta): -0.58 / -1.09 eV. The HOMO-LUMO gap (alpha / beta) is 7.25 / 6.73 eV. The value obtained for the energy is -1076.47372 hartree.

XYZ file:
```
6
CH2IPS (ωB97M-V/def2-TZVPD)
C -0.34 0.13 -0.06
P -3.56 0.34 0.27
S -1.62 1.10 0.34
I -4.80 2.41 0.59
H 0.73 0.56 -0.11
H -0.45 -0.99 -0.41
```

Charges computed using Löwdin, reported in e: atom 1 (C): -0.5175, atom 2 (P): -0.0844, atom 3 (S): 0.3338, atom 4 (I): 0.1813, atom 5 (H): 0.0352, atom 6 (H): 0.0517

=====

No. 19
Computed, not measured: a molecular structure, CH2LiOPm, with ωB97M-V/def2-TZVPD.

As for the net charge: +1. The expectation value of S² is 8.7651. As for the LUMO energy (alpha / beta): -5.08 / -5.02 eV. The HOMO-LUMO gap (alpha / beta) is 5.02 / 5.11 eV. The value obtained for the energy is -729.95085 hartree. Its multiplicity is 6.

XYZ file:
```
6
CH2LiOPm (ωB97M-V/def2-TZVPD)
C -0.59 -0.02 -0.29
O -0.14 -1.08 0.17
H -0.63 0.50 -1.25
Pm -1.62 1.52 1.70
Li 1.82 -1.01 0.45
H 1.16 0.10 -0.79
```

Charges computed using Löwdin, reported in e: atom 1 (C): -0.5493, atom 2 (O): -0.4393, atom 3 (H): -0.0430, atom 4 (Pm): 1.4403, atom 5 (Li): 0.6359, atom 6 (H): -0.0447

=====

No. 20
Computed, not measured: CH2N2O in the gas phase, with ωB97M-V/def2-TZVPD.

As for the net charge: 0. For the energy relative to the best compared isomer or geometry (same formula, charge and spin), the calculation gives 3.892 eV. As for the LUMO energy (alpha / beta): -0.27 / -0.27 eV. The HOMO-LUMO gap (alpha / beta) is 8.08 / 8.09 eV. The value obtained for the energy is -223.91802 hartree.

XYZ file:
```
6
CH2N2O (ωB97M-V/def2-TZVPD)
C 1.18 0.17 -1.34
N 0.10 -0.01 -0.71
N 0.31 -0.88 0.35
O 2.29 0.12 -1.68
H -0.81 0.39 -0.95
H 0.54 -0.35 1.19
```

Charges computed using Löwdin, reported in e: atom 1 (C): -0.1702, atom 2 (N): -0.1425, atom 3 (N): -0.0587, atom 4 (O): 0.2150, atom 5 (H): 0.1597, atom 6 (H): -0.0033

=====

Record order is preserved below.
Max |F|: 1.53, 4.37, 3.17, 2.74, 5.33, 3.45, 3.22, 4.49, 3.41, 7.08, 4.87, 5.18, 3.23, 2.70, 4.44, 3.99, 5.54, 2.63, 3.00, 1.78 eV/Å